DFT (wB97M-V/def2-TZVPD) results for a molecular structure, C24H26BrIrN5OS3.

Geometry as XYZ:
```
61
C24H26BrIrN5OS3 | the OMol25 dataset | wB97M-V/def2-TZVPD
Ir -1.096 0.235 0.017
Br 0.200 1.984 -2.298
S -0.982 -1.573 -1.468
S 1.504 -3.178 -0.796
S -3.441 0.369 -0.321
O 1.046 0.317 0.201
N -1.058 2.405 0.112
N -4.081 2.610 -1.625
N 1.515 -1.234 1.874
N 1.342 -1.632 -2.790
N 2.635 -1.815 2.421
C -0.706 -0.458 2.211
C -1.561 3.126 1.131
C 3.710 -1.257 1.839
C 0.179 -1.557 2.115
C -0.591 5.122 0.269
C -0.082 4.389 -0.793
C -2.090 -0.705 2.358
C 0.678 -2.020 -1.742
C -4.317 3.450 -2.651
C -3.434 0.884 -3.063
C -3.675 1.720 -4.144
C -1.679 -3.062 2.328
C 2.990 -3.134 -1.862
C -1.358 4.485 1.236
C -2.572 -2.013 2.394
C 1.889 -0.321 0.924
C -0.299 -2.841 2.174
C 5.095 -1.654 2.210
C 2.599 -2.774 3.521
C 2.623 -2.288 -3.090
C -4.101 3.029 -3.938
C -3.622 1.347 -1.772
C -0.354 3.037 -0.829
C 3.290 -0.334 0.896
H 2.503 -2.907 -3.978
H 0.376 -3.682 2.088
H 5.320 -1.382 3.243
H -2.048 -4.079 2.384
H 2.641 -3.800 3.158
H -3.123 -0.141 -3.205
H -0.307 0.524 2.442
H 0.510 4.849 -1.571
H 1.696 -2.634 4.109
H 3.232 -4.158 -2.130
H 5.808 -1.142 1.569
H -2.766 0.126 2.518
H -4.687 4.435 -2.403
H -3.630 -2.201 2.512
H -0.393 6.184 0.337
H 3.913 0.303 0.291
H 3.808 -2.709 -1.287
H -4.308 2.911 -0.683
H 3.377 -1.533 -3.301
H 0.948 -0.959 -3.435
H -2.139 2.581 1.866
H -4.289 3.699 -4.765
H 5.242 -2.730 2.112
H -1.782 5.031 2.068
H -3.548 1.350 -5.154
H 3.455 -2.597 4.166
```

Results
highest occupied orbital energy (alpha / beta)	-0.608 / -0.609	Ha
M	768.8	g/mol
net charge	+3
electronic energy	-5151.175111	Eh
energy relative to the best compared isomer or geometry (same formula, charge and spin)	16.82	kcal/mol

DFT (wB97M-V/def2-TZVPD) results for a gas-phase ion, C6H11N4 (charge +1).

Geometry as XYZ:
```
21
C6H11N4 | the OMol25 dataset | wB97M-V/def2-TZVPD
N 0.221 -1.244 0.444
N 0.601 1.451 -0.524
N -1.163 -1.369 0.421
N -1.829 -0.196 0.448
C 2.313 -0.598 -0.190
C 1.826 0.867 -0.007
C -0.580 1.633 -0.204
C -1.207 0.843 0.901
C 1.261 -1.695 -0.231
C -2.566 -0.206 -0.820
H -0.603 0.761 1.779
H 1.505 -2.730 -0.495
H 3.033 -0.912 0.652
H 0.383 -0.350 0.926
H -2.654 -1.271 -1.059
H 2.017 1.218 1.068
H -1.285 2.009 -0.978
H -1.979 0.217 -1.656
H 2.997 -0.655 -1.158
H -3.525 0.308 -0.846
H 2.642 1.432 -0.483
```

Results
highest occupied orbital energy (alpha / beta)	-0.469 / -0.477	Ha
M	139.2	g/mol
net charge	+1
electronic energy	-453.709512	Eh
energy relative to the best compared isomer or geometry (same formula, charge and spin)	193.74	kcal/mol

DFT (wB97M-V/def2-TZVPD) results for C3H2N2O3 in the gas phase.

Geometry as XYZ:
```
10
C3H2N2O3 | the OMol25 dataset | wB97M-V/def2-TZVPD
O -2.129 -0.979 0.177
O 2.035 -0.669 -0.070
O -1.897 1.158 -0.256
N 2.147 0.736 -0.018
N 0.722 -1.172 -0.098
C -1.371 0.167 0.059
C 0.814 1.040 0.182
C 0.027 -0.123 0.047
H 0.421 1.982 0.553
H -1.398 -1.518 -0.277
```

Results
highest occupied orbital energy	-0.426	Ha
SMILES string	O=C(O)c1cnon1
M	114.1	g/mol
electronic energy	-450.625453	Eh
energy relative to the best compared isomer or geometry (same formula, charge and spin)	111.59	kcal/mol

DFT (wB97M-V/def2-TZVPD) results for a gas-phase ion, C6H14NOS (charge +1).

Geometry as XYZ:
```
23
C6H14NOS | the OMol25 dataset | wB97M-V/def2-TZVPD
S 1.245 -0.031 -1.715
O -3.351 -0.189 0.164
N -1.095 -0.446 -0.363
C -2.737 1.177 0.254
C -1.136 0.778 0.524
C 0.220 -1.152 -0.625
C 3.070 0.024 0.626
C 2.711 0.710 -0.819
C -2.283 -1.242 0.144
H 3.727 0.825 1.220
H -0.045 -2.112 -1.283
H -3.160 1.901 1.080
H -2.535 -2.266 -0.380
H -1.070 0.468 1.664
H 0.756 -1.560 0.332
H 3.659 0.521 -1.518
H 2.664 1.891 -0.691
H 3.795 -0.899 0.462
H 2.153 -0.208 1.314
H -1.446 -0.089 -1.294
H -2.654 1.689 -0.818
H -2.152 -1.413 1.318
H -0.335 1.622 0.406
```

Results
highest occupied orbital energy	-0.482	Ha
SMILES string	CCSC[N@@H+]1CCOC1
M	148.3	g/mol
net charge	+1
electronic energy	-764.799052	Eh
energy relative to the best compared isomer or geometry (same formula, charge and spin)	87.82	kcal/mol

DFT (wB97M-V/def2-TZVPD) results for a molecular structure, C28H27BiN3O3S2Se.

Geometry as XYZ:
```
65
C28H27BiN3O3S2Se | the OMol25 dataset | wB97M-V/def2-TZVPD
Bi -1.593 0.185 -0.071
Se -2.407 -0.711 2.350
S 1.078 0.036 0.410
S -0.687 2.717 1.252
O -3.542 -1.041 -0.540
O 0.111 -6.247 0.211
O -0.868 -1.726 -0.675
N 2.356 0.639 2.612
N 1.513 3.283 2.591
N -0.342 0.582 4.072
C 0.303 -3.390 4.731
C 1.138 6.092 6.331
C -1.332 -2.930 -0.406
C -2.708 -3.249 -0.285
C -5.182 -2.701 -0.680
C 0.757 4.897 4.274
C 1.416 5.892 4.984
C 0.209 5.288 6.971
C -2.113 -5.566 0.190
C -3.750 -2.284 -0.503
C 0.810 2.391 1.919
C 2.935 -0.728 2.631
C 2.775 2.925 3.235
C -3.049 -4.594 0.012
C 1.504 -5.983 0.078
C -1.130 0.080 3.396
C 1.157 -2.553 5.437
C 2.021 -1.711 4.756
C -0.372 -3.941 -0.269
C 0.326 -3.391 3.344
C 2.685 1.514 3.742
C 2.034 -1.691 3.365
C 1.063 4.667 2.816
C -0.446 4.286 6.266
C 1.459 1.020 1.737
C -0.747 -5.237 0.035
C 1.190 -2.546 2.662
C -0.177 4.091 4.921
H 1.650 6.874 6.876
H 1.833 -5.254 0.821
H 1.868 5.326 2.485
H 2.924 3.605 4.072
H -5.706 -1.900 -1.196
H 2.003 -6.930 0.251
H 0.662 -3.658 -0.403
H 3.600 3.049 2.529
H -0.371 -4.048 5.263
H 0.194 4.839 2.188
H 3.104 -1.046 1.606
H -0.686 3.305 4.375
H 1.201 -2.548 1.580
H 1.153 -2.560 6.519
H 1.908 1.412 4.504
H -5.638 -2.816 0.307
H -2.383 -6.583 0.433
H -4.091 -4.859 0.127
H -0.330 -4.048 2.786
H 2.143 6.521 4.483
H -1.171 3.656 6.764
H 2.692 -1.068 5.315
H -0.006 5.440 8.021
H 3.643 1.201 4.150
H -5.299 -3.632 -1.227
H 3.900 -0.639 3.126
H 1.737 -5.623 -0.926
```

Results
highest occupied orbital energy	-0.407	Ha
M	805.6	g/mol
net charge	+1
electronic energy	-4885.427270	Eh
energy relative to the best compared isomer or geometry (same formula, charge and spin)	0.00	kcal/mol

DFT (wB97M-V/def2-TZVPD) results for C5H10FOP in the gas phase.

Geometry as XYZ:
```
18
C5H10FOP | the OMol25 dataset | wB97M-V/def2-TZVPD
P 1.583 1.589 0.116
F 1.829 -0.795 1.347
O -0.843 0.873 0.068
C -0.993 -1.362 1.062
C -2.232 1.068 0.123
C 1.325 -0.285 0.205
C -0.411 -0.330 0.520
C 1.605 -0.937 -1.103
H -2.627 0.904 1.161
H -1.982 -1.284 1.381
H 2.558 -0.648 -1.430
H 2.883 1.602 -0.309
H 0.887 1.621 -1.179
H -2.908 0.505 -0.601
H -2.558 2.124 -0.235
H -0.518 -2.125 1.496
H 0.754 -0.518 -1.708
H 1.649 -2.003 -0.915
```

Results
highest occupied orbital energy (alpha / beta)	-0.170 / -0.333	Ha
spin multiplicity	3
M	136.1	g/mol
electronic energy	-712.663284	Eh

DFT (wB97M-V/def2-TZVPD) results for 2 unconnected molecules or ions with the total composition C2H8N4O.

Geometry as XYZ:
```
15
C2H8N4O | the OMol25 dataset | wB97M-V/def2-TZVPD
O -0.955 2.187 0.802
N 1.465 -1.382 -1.736
N 1.914 -1.617 -0.683
N -0.092 -1.135 1.649
N 0.358 -0.255 0.842
C -0.564 1.599 -0.375
C -0.403 0.069 -0.233
H -1.309 1.860 -1.200
H 0.523 -1.181 2.394
H 1.845 -1.694 -2.580
H 0.405 2.151 -0.602
H -0.902 -1.884 1.468
H -0.831 1.667 1.607
H -1.444 -0.225 -0.141
H -0.012 -0.159 -1.213
```

Results
highest occupied orbital energy (alpha / beta)	-0.256 / -0.292	Ha
M	104.1	g/mol
electronic energy	-375.071182	Eh
energy relative to the best compared isomer or geometry (same formula, charge and spin)	147.73	kcal/mol

DFT (wB97M-V/def2-TZVPD) results for 2 unconnected molecules or ions with the total composition CH3Cl2FSi.

Geometry as XYZ:
```
8
CH3Cl2FSi | the OMol25 dataset | wB97M-V/def2-TZVPD
Cl 1.750 2.353 0.550
Cl -0.884 2.821 2.330
Si 0.112 1.426 1.386
F -0.352 -1.111 -0.956
C -1.293 -0.204 -0.650
H -2.097 -0.914 -0.328
H -1.611 0.503 -1.435
H 0.647 0.272 1.965
```

Results
highest occupied orbital energy (alpha / beta)	-0.315 / -0.302	Ha
M	133.0	g/mol
electronic energy	-1349.606363	Eh
energy relative to the best compared isomer or geometry (same formula, charge and spin)	144.17	kcal/mol